<1>
The following is a quantum chemistry calculation of C3H10N2S in the gas phase, from OMol25.

XYZ file:
```
16
C3H10N2S, DFT the ωB97M-V functional and the def2-TZVPD basis
N -1.3921 1.7925 -0.3175
C -1.1554 0.3252 -0.4969
C 0.2108 0.0173 0.1555
N 0.2933 0.3180 1.6169
C 0.4375 -1.5106 -0.0523
S 2.0462 -2.1334 0.2685
H -0.5625 2.4739 -0.4657
H -1.9404 2.0485 -1.1664
H -1.9717 -0.0797 0.0737
H -1.0962 -0.0441 -1.5345
H 1.0333 0.5486 -0.5263
H 1.2503 0.5145 1.8086
H -0.2102 1.1944 1.7041
H -0.2978 -2.1931 0.3882
H 0.2638 -1.8994 -1.1605
H 3.0911 -1.3727 -0.2953
```

Values from the calculation:
* LUMO: 0.834 eV
* E_HOMO: -8.8 eV
* HOMO-LUMO gap: 9.6 eV

Here are the natural (NBO) charges for atoms 1 to 5, given in e: atom 1 (N): -0.8571, atom 2 (C): -0.2348, atom 3 (C): -0.0515, atom 4 (N): -0.8251, atom 5 (C): -0.5702

=====

<2>
The following is a quantum chemistry calculation of 2 unconnected molecules or ions with the total composition C3H10N2S, from OMol25.

XYZ file:
```
16
C3H10N2S, DFT the ωB97M-V functional and the def2-TZVPD basis
C 0.8774 -0.7667 -1.8987
N 0.7562 -1.3376 -0.5588
C -0.1924 -0.9584 0.2715
N -0.3585 -1.3584 1.4925
H 1.5986 -1.3461 -2.4568
H 1.2102 0.2625 -1.8541
H -0.0767 -0.8152 -2.4027
H 1.5000 -1.9117 -0.2063
H -0.9161 -0.2164 -0.0636
H 0.3019 -1.9485 1.9618
H -0.9874 -0.6954 2.0229
C -0.6678 2.2723 0.6504
S -1.6607 1.3485 1.8789
H -0.9234 3.3235 0.6997
H 0.4058 2.1823 0.8413
H -0.8671 1.9653 -0.3780
```

Values from the calculation:
* LUMO: 0.153 eV
* E_HOMO: -6.3 eV
* HOMO-LUMO gap: 6.4 eV

Here are the natural (NBO) charges for atoms 1 to 5, given in e: atom 1 (C): -0.4117, atom 2 (N): -0.5479, atom 3 (C): 0.3887, atom 4 (N): -0.7416, atom 5 (H): 0.2179

=====

Name the most stable of them. <1>.

=====

<1>
The following is a quantum chemistry calculation of 2 unconnected molecules or ions with the total composition C3H10N2S, from OMol25.

XYZ file:
```
16
C3H10N2S, DFT the ωB97M-V functional and the def2-TZVPD basis
N 0.7338 0.7813 0.0545
C -0.4831 1.3829 -0.4027
C -1.5992 1.2717 0.3251
N -2.8427 1.7997 -0.0924
H 1.5649 1.3421 -0.0754
H 0.6879 0.5247 1.0302
H -0.4756 1.8373 -1.3801
H -1.5706 0.8273 1.3112
H -2.9062 1.7731 -1.0986
H -3.6012 1.2455 0.2816
C 1.9219 -2.5374 0.2520
S 1.4073 -1.7535 -1.3153
H 2.6420 -3.3305 0.0671
H 2.4068 -1.8219 0.9218
H 1.1002 -2.9705 0.8233
H 1.0138 -0.3716 -0.7023
```

Values from the calculation:
* LUMO: 0.781 eV
* E_HOMO: -7.6 eV
* HOMO-LUMO gap: 8.4 eV

Here are the natural (NBO) charges for atoms 1 to 5, given in e: atom 1 (N): -0.7779, atom 2 (C): -0.1193, atom 3 (C): -0.0309, atom 4 (N): -0.8010, atom 5 (H): 0.3923

=====

<2>
The following is a quantum chemistry calculation of 2 unconnected molecules or ions with the total composition C3H10N2S, from OMol25.

XYZ file:
```
16
C3H10N2S, DFT the ωB97M-V functional and the def2-TZVPD basis
H 4.0818 0.1971 -1.7256
N 3.6629 -0.1120 -2.5082
C 2.3215 0.1072 -2.4218
N 1.3208 -0.6862 -2.7676
H 2.0497 0.9771 -1.7400
H 0.5060 -0.2146 -2.6796
H 1.3835 -1.2731 -3.5365
C -1.8799 0.3877 3.3985
S -1.7769 0.6511 1.5076
C -1.3355 -0.8314 0.7009
H -0.8022 0.5143 3.6441
H -2.5680 1.1109 3.7604
H -2.3508 -0.5749 3.5420
H -0.5364 -1.3117 1.3230
H -0.7783 -0.5591 -0.1669
H -2.0774 -1.6771 0.3222
```

Values from the calculation:
* LUMO: 0.638 eV
* E_HOMO: -8.6 eV
* HOMO-LUMO gap: 9.2 eV

Here are the natural (NBO) charges for atoms 1 to 5, given in e: atom 1 (H): 0.3341, atom 2 (N): -0.7695, atom 3 (C): 0.2939, atom 4 (N): -0.7643, atom 5 (H): 0.1383

=====

Name the most stable of them. <1>.

=====

<1>
The following is a quantum chemistry calculation of 2 unconnected molecules or ions with the total composition C3H10N2S, from OMol25.

XYZ file:
```
16
C3H10N2S, DFT the ωB97M-V functional and the def2-TZVPD basis
H 0.9882 -0.0719 -3.1649
N 1.7365 -0.4340 -2.5866
C 2.1880 0.4483 -1.7962
N 3.1271 0.1623 -0.8401
H 1.9736 1.5231 -1.7793
H 3.5572 0.9619 -0.4014
H 3.3431 -0.8088 -0.6410
C -2.0215 -0.7776 -0.0428
S -1.0944 0.4712 0.8275
C -1.6656 0.4241 2.5136
H -1.4484 -1.2445 -0.8482
H -2.3637 -1.5369 0.6547
H -2.8619 -0.3953 -0.6361
H -2.0905 -0.5467 2.7713
H -2.4728 1.1312 2.7437
H -0.8947 0.6936 3.2259
```

Values from the calculation:
* LUMO: 0.931 eV
* E_HOMO: -8.4 eV
* HOMO-LUMO gap: 9.3 eV

Here are the natural (NBO) charges for atoms 1 to 5, given in e: atom 1 (H): 0.3410, atom 2 (N): -0.7364, atom 3 (C): 0.2853, atom 4 (N): -0.8254, atom 5 (H): 0.1391

=====

<2>
The following is a quantum chemistry calculation of C3H10N2S in the gas phase, from OMol25.

XYZ file:
```
16
C3H10N2S, DFT the ωB97M-V functional and the def2-TZVPD basis
N -1.4576 -1.5399 2.8469
C -1.3066 -1.1370 1.4595
N -0.0678 -0.3847 1.1955
C 0.2486 -0.4565 -0.2315
C 0.4996 0.9583 -0.6894
S 1.0930 1.3589 -2.3574
H -2.3287 -1.8472 3.2111
H -0.7092 -1.1862 3.4035
H -1.5025 -2.0145 0.8175
H -2.1169 -0.4246 1.2536
H 0.6596 -0.7113 1.8193
H 1.1012 -1.1311 -0.4463
H -0.5828 -0.9052 -0.7774
H -0.4162 1.5505 -0.5480
H 1.2019 1.3515 0.0583
H 1.8693 0.2646 -2.4954
```

Values from the calculation:
* LUMO: 1.049 eV
* E_HOMO: -8.6 eV
* HOMO-LUMO gap: 9.7 eV

Here are the natural (NBO) charges for atoms 1 to 5, given in e: atom 1 (N): -0.8914, atom 2 (C): -0.0265, atom 3 (N): -0.6366, atom 4 (C): -0.2306, atom 5 (C): -0.5208

=====

Name the most stable of them. <1>.

=====

<1>
The following is a quantum chemistry calculation of 2 unconnected molecules or ions with the total composition C3H10N2S, from OMol25.

XYZ file:
```
16
C3H10N2S, DFT the ωB97M-V functional and the def2-TZVPD basis
C 1.7367 0.3224 -0.6063
C -0.3299 -2.0159 -0.3227
C -1.5807 1.6158 0.7803
N 1.3108 0.0156 0.7571
N -0.7188 -0.7481 0.3166
S -1.4730 0.3169 -0.5458
H 1.2432 1.2910 -0.8116
H 2.7570 0.4902 -0.6582
H 1.5201 -0.3199 -1.4846
H 0.2235 -2.7192 0.3072
H -1.1261 -2.5130 -0.9305
H 0.4554 -1.8514 -1.1865
H -0.6401 1.5886 1.4832
H -2.3807 1.4436 1.4275
H -1.5198 2.5032 0.2214
H 1.4139 -0.9047 1.0166
```

Values from the calculation:
* LUMO (spin up / spin down): 0.563 / 0.080 eV
* E_HOMO (spin up / spin down): -7.7 / -8.4 eV
* HOMO-LUMO gap (spin up / spin down): 8.3 / 8.4 eV

Here are the natural (NBO) charges for atoms 1 to 5, given in e: atom 1 (C): -0.4863, atom 2 (C): -0.4722, atom 3 (C): -0.7465, atom 4 (N): -0.4619, atom 5 (N): -0.6001

=====

<2>
The following is a quantum chemistry calculation of 2 unconnected molecules or ions with the total composition C3H10N2S, from OMol25.

XYZ file:
```
16
C3H10N2S, DFT the ωB97M-V functional and the def2-TZVPD basis
H -0.0838 -3.0528 0.1871
N -0.6584 -2.2821 0.5096
C -1.4391 -1.9254 -0.4462
N -1.8069 -0.6545 -0.7748
H -1.8535 -2.6489 -1.2884
H -2.4976 -0.4304 -1.4761
H -2.0757 -0.1723 0.0859
C 2.4287 1.0979 -0.2582
S 0.6759 1.2503 -0.8020
C -0.1504 1.4204 0.8718
H 2.5031 1.3023 0.8317
H 2.7493 0.0867 -0.4665
H 3.0676 1.8315 -0.7458
H 0.5379 1.8521 1.6101
H -0.3175 0.3649 1.1233
H -1.0796 1.9604 1.0385
```

Values from the calculation:
* LUMO: 0.857 eV
* E_HOMO: -8.1 eV
* HOMO-LUMO gap: 9.0 eV

Here are the natural (NBO) charges for atoms 1 to 5, given in e: atom 1 (H): 0.3606, atom 2 (N): -0.7587, atom 3 (C): 0.3199, atom 4 (N): -0.8035, atom 5 (H): 0.1159

=====

Name the most stable of them. <2>.

=====

<1>
The following is a quantum chemistry calculation of 2 unconnected molecules or ions with the total composition C6H17NO, from OMol25.

XYZ file:
```
25
C6H17NO, DFT the ωB97M-V functional and the def2-TZVPD basis
C -1.7735 1.9069 0.8558
C -0.3469 1.9212 1.3739
C 0.6063 1.0312 0.5818
N 0.3076 -0.3671 0.8693
C 0.8614 -1.3448 -0.0760
C 1.4725 -2.4981 0.7325
C -0.1470 -1.8979 -1.0531
H -1.8669 1.5625 -0.1798
H -2.4034 1.1710 1.3799
H -2.3047 2.8515 0.9695
H 0.0777 2.9218 1.4458
H -0.2872 1.4991 2.3829
H 1.6135 1.2037 0.9732
H 0.5946 1.3179 -0.4754
H -0.6825 -0.4786 1.0460
H 1.6999 -0.8232 -0.5042
H 2.1700 -2.0901 1.4741
H 0.6481 -2.9303 1.2984
H 2.1056 -3.1192 0.1149
H -1.1565 -1.5727 -0.8340
H -0.0486 -1.6080 -2.1118
H -0.1650 -2.9780 -1.1152
O -0.0683 1.6369 -3.2110
H -0.2342 1.6374 -2.2613
H -0.6723 1.0468 -3.6761
```

Values from the calculation:
* LUMO: 0.798 eV
* E_HOMO: -8.7 eV
* HOMO-LUMO gap: 9.5 eV

Here are the natural (NBO) charges for atoms 1 to 5, given in e: atom 1 (C): -0.6257, atom 2 (C): -0.4197, atom 3 (C): -0.1930, atom 4 (N): -0.6386, atom 5 (C): -0.0609

=====

<2>
The following is a quantum chemistry calculation of 2 unconnected molecules or ions with the total composition C6H17NO, from OMol25.

XYZ file:
```
25
C6H17NO, DFT the ωB97M-V functional and the def2-TZVPD basis
C -2.1610 -0.3989 2.2158
C -2.1311 0.2441 0.8432
C -0.8803 0.7087 0.1770
C -0.0460 -0.3763 -0.5753
C 0.0030 -0.1226 -2.0879
C 1.0553 0.8945 -2.5458
N 2.3997 0.7224 -2.0195
H -2.5658 0.2200 2.9775
H -1.1470 -0.7188 2.4713
H -2.6174 -1.3891 2.2193
H -2.9826 0.9489 0.7508
H -2.8285 -0.3019 0.1662
H -0.2709 1.0981 0.9976
H -0.9690 1.5091 -0.5517
H 0.9386 -0.4580 -0.1340
H -0.5754 -1.3260 -0.4701
H -0.9693 0.2418 -2.4262
H 0.2669 -1.0871 -2.5311
H 1.0705 0.9403 -3.6338
H 0.7898 1.9021 -2.2281
H 2.4324 0.9522 -1.0363
H 2.7819 -0.2028 -2.1626
O 1.5196 -1.2256 3.0459
H 1.1459 -0.5105 3.5636
H 1.4239 -2.0849 3.4526
```

Values from the calculation:
* LUMO: 0.783 eV
* E_HOMO: -9.0 eV
* HOMO-LUMO gap: 9.8 eV

Here are the natural (NBO) charges for atoms 1 to 5, given in e: atom 1 (C): -0.6233, atom 2 (C): -0.4363, atom 3 (C): -0.4083, atom 4 (C): -0.4015, atom 5 (C): -0.4118

=====

<3>
The following is a quantum chemistry calculation of 2 unconnected molecules or ions with the total composition C6H17NO, from OMol25.

XYZ file:
```
25
C6H17NO, DFT the ωB97M-V functional and the def2-TZVPD basis
C 2.8210 -0.6598 0.1387
C 1.6323 0.2623 0.0951
C 0.3349 -0.3690 0.6057
C -0.5704 0.7520 1.2003
C -0.4232 -1.1176 -0.5209
C -1.3934 -0.2663 -1.3539
N -1.1019 -2.3581 -0.1250
H 2.8373 -1.1934 -0.8143
H 2.6749 -1.5104 0.8098
H 3.8148 -0.2454 0.2331
H 1.4337 0.6969 -0.9033
H 1.8238 1.2634 0.5288
H 0.6714 -1.0118 1.4186
H -0.5511 1.5349 0.4482
H -1.6318 0.6056 1.4200
H -0.1291 1.0346 2.1590
H 0.2624 -1.4700 -1.3075
H -1.0033 0.7134 -1.6251
H -1.6511 -0.8028 -2.2672
H -2.3619 -0.2034 -0.8424
H -0.5926 -3.1938 -0.3400
H -1.1822 -2.4074 0.8869
O -1.7077 3.6348 -0.0997
H -1.6535 3.2563 0.7645
H -2.3533 3.0550 -0.5095
```

Values from the calculation:
* LUMO: 0.915 eV
* E_HOMO: -9.2 eV
* HOMO-LUMO gap: 10.2 eV

Here are the natural (NBO) charges for atoms 1 to 5, given in e: atom 1 (C): -0.6218, atom 2 (C): -0.4084, atom 3 (C): -0.2238, atom 4 (C): -0.6345, atom 5 (C): -0.0457

=====

<4>
The following is a quantum chemistry calculation of 2 unconnected molecules or ions with the total composition C6H17NO, from OMol25.

XYZ file:
```
25
C6H17NO, DFT the ωB97M-V functional and the def2-TZVPD basis
C -2.2169 1.6525 0.4082
C -1.9177 0.6045 -0.7020
N -1.6928 -0.8323 -0.6381
C -0.3127 -1.1401 -0.0649
C 0.7442 -0.5953 -0.9595
C 1.9829 -1.4660 -0.8213
C 1.0736 0.8150 -0.4234
H -3.4153 1.7376 0.5288
H -2.0518 2.6218 -0.0638
H -1.8935 1.4349 1.3948
H -2.8247 0.6692 -1.3223
H -1.1367 0.9993 -1.3943
H -2.2800 -1.1907 0.1038
H -0.1506 -0.6449 0.9244
H -0.2630 -2.2089 0.2087
H 0.4809 -0.5119 -1.9912
H 1.8160 -2.3561 -1.4404
H 2.8710 -0.7942 -1.1973
H 2.2203 -1.7878 0.1600
H 0.4679 1.4459 0.2168
H 1.4823 1.4780 -1.1941
H 2.1123 0.6871 0.1788
O 1.6934 -0.5144 2.9640
H 1.0105 0.1640 2.9521
H 2.2004 -0.2675 2.1720
```

Values from the calculation:
* LUMO: 0.757 eV
* E_HOMO: -9.2 eV
* HOMO-LUMO gap: 10.0 eV

Here are the natural (NBO) charges for atoms 1 to 5, given in e: atom 1 (C): -0.6493, atom 2 (C): -0.2455, atom 3 (N): -0.5935, atom 4 (C): -0.2158, atom 5 (C): -0.2714

=====

Name the most stable of them. <1>.